The following is a quantum chemistry calculation of a 2-piece molecular cluster, C5H11O3 overall in a non-equilibrium geometry, from the OMol25 dataset.

Properties
Relative energy (zero: lowest compared OMol25 entry of this formula, charge and spin) ... 33.2 kcal per mole
Total charge ... -1
Maximum force ... 0.077 hartree/bohr
Orbital gap ... 0.305 Eh
Calculated total energy ... -11506.626 eV

```
19
Properties=species:S:1:pos:R:3:forces:R:3
C 1.78759 -0.30632 -0.42963 -2.78 0.53 -0.87
C 2.11027 1.19457 -0.16273 -1.75 1.38 0.02
C 1.45764 -1.18293 0.87883 -0.03 1.87 -2.41
O 0.69777 -0.42497 -1.37828 0.04 0.39 0.50
H 2.52197 -0.74152 -1.04833 1.74 -0.52 0.01
H 1.24718 2.02664 -0.13454 1.18 -2.57 -0.15
H 2.06391 -0.69036 1.63088 -0.44 -0.34 0.82
H 0.34023 -1.05239 0.91378 1.21 -0.41 0.76
H 1.79852 -2.20783 0.70818 -0.37 0.11 0.14
H -0.05028 0.19107 -1.09713 0.33 -0.69 -0.01
H 2.83388 1.68434 -0.82073 0.19 -0.63 -0.11
H 2.47740 1.18761 0.82905 0.85 0.54 1.17
C -3.10697 -0.48778 -0.11008 0.56 0.57 -1.78
C -2.17925 0.76293 0.31176 -3.05 -2.25 -1.20
O -2.67390 1.42562 1.20297 0.10 1.13 1.65
O -1.26313 0.98584 -0.47185 2.02 1.00 -0.70
H -2.66196 -1.18314 -0.84009 0.38 0.39 0.11
H -3.98505 -0.07149 -0.66443 0.46 -0.15 0.74
H -3.41583 -1.10992 0.68237 -0.64 -0.35 1.31
```
Positions in Å, forces in eV/Å.


The following is a quantum chemistry calculation of C38H46AsF6GaN5O3Si2Te as an isolated structure in a non-equilibrium geometry, from the OMol25 dataset.

Properties
Relative energy (zero: lowest compared OMol25 entry of this formula, charge and spin) ... 0.0 kcal per mole
Total charge ... +1
Maximum force ... 0.069 hartree/bohr
Orbital gap ... 0.227 Eh
Calculated total energy ... -206311.115 eV

```
103
Properties=species:S:1:pos:R:3:forces:R:3
Ga -20.89110 4.97000 -2.32598 -0.67 0.13 0.17
C -16.75331 3.46760 -6.08492 -1.04 0.17 -0.70
Si -17.95413 4.89773 -5.72574 -0.55 -1.02 0.60
C -18.06856 6.13524 -7.11644 0.26 0.83 0.34
C -17.59458 5.82242 -4.12369 0.07 1.19 1.20
C -16.23001 5.92538 -3.71012 0.85 -0.70 -1.10
C -15.70050 7.03608 -3.00204 -0.69 0.15 0.29
C -16.60915 7.98649 -2.52306 0.00 -0.96 -0.46
C -17.97676 7.82339 -2.79276 0.15 0.44 0.99
C -18.53615 6.80893 -3.52091 2.70 -0.98 -1.64
Si -20.35050 6.92907 -3.59752 -1.10 0.01 -0.86
C -21.07668 6.83571 -5.32660 0.25 0.35 -0.80
C -21.31160 8.49053 -3.09752 -0.48 -0.65 0.16
H -16.49650 3.65966 -7.15259 0.20 -0.47 0.70
H -17.34536 2.50989 -6.05071 0.69 0.81 0.07
H -15.85552 3.42840 -5.46525 -0.14 -0.10 -0.17
H -17.73705 7.07786 -6.57965 -0.36 -0.72 -1.01
H -19.08943 6.28909 -7.51524 0.54 -0.08 0.30
H -17.39348 5.92589 -7.96975 -0.28 0.15 0.55
H -15.42924 5.13382 -4.02630 -1.75 1.48 0.27
H -14.60527 7.16292 -2.86193 -0.98 -0.30 0.07
H -16.34461 8.80892 -1.88803 0.48 0.34 0.04
H -18.69140 8.52130 -2.36320 0.42 0.26 0.18
H -20.71370 6.11059 -6.05030 0.09 -0.07 0.20
H -21.08885 7.83537 -5.81874 0.46 -0.51 0.41
H -22.12006 6.64483 -5.20500 -1.00 -0.37 0.18
H -20.95191 9.14462 -2.31806 -0.02 -0.02 0.40
H -22.31974 8.08600 -2.85828 0.49 0.22 0.38
H -21.54503 9.10166 -3.96374 0.49 0.08 -0.33
F -19.44391 4.15472 -5.56947 0.80 0.31 0.04
As -18.13962 -0.12311 -8.39491 -1.25 1.68 -0.11
F -17.00415 -1.05031 -9.20368 0.25 -0.30 -0.31
F -17.32669 1.31912 -8.97830 -0.98 -1.62 0.64
F -19.46644 -0.86337 -9.22001 1.28 0.99 0.81
F -19.19235 0.95933 -7.48512 0.63 -0.92 -0.83
F -17.80890 -0.92967 -6.94318 0.05 0.20 -0.15
C -17.63060 1.59120 -2.61260 -0.85 0.77 -0.02
N -19.02382 1.73084 -3.11284 0.53 -1.98 -0.67
C -19.56158 0.85296 -3.98206 -1.27 -2.38 -1.53
C -20.84349 0.91902 -4.50542 1.14 -1.04 -0.42
C -21.54496 2.08368 -4.17148 0.29 2.17 0.00
N -21.01664 2.99157 -3.29670 0.68 -1.62 -0.39
C -19.77572 2.77369 -2.79399 -1.07 2.14 0.94
O -19.35297 3.67600 -2.01196 0.17 -0.30 -0.27
N -22.62425 2.49573 -4.82559 -0.05 -0.27 0.58
H -17.19631 0.62826 -2.88469 -0.40 0.07 0.31
H -17.64778 1.85470 -1.55077 0.22 -0.47 -0.20
H -17.12419 2.37060 -3.13898 0.87 0.49 -0.14
H -18.98373 -0.04187 -4.29997 0.01 0.98 0.54
H -21.24906 0.17556 -5.28063 0.90 1.25 1.49
H -23.16782 1.88171 -5.38419 -0.23 -0.47 -0.40
H -23.07421 3.30248 -4.45483 -0.38 0.72 0.14
C -14.11477 10.38110 0.83014 -1.37 -0.34 0.75
C -15.34626 9.47816 0.82197 -0.43 0.26 0.13
C -15.28712 8.07903 0.93018 -1.50 1.25 -0.24
C -16.47183 7.32930 1.00239 0.56 -1.97 -0.67
C -16.25449 5.77285 1.03101 -0.51 2.60 -0.37
C -17.73630 7.88386 0.88402 1.16 -0.77 0.46
Te -19.33464 6.47099 1.02541 -0.35 1.06 -0.36
N -23.08591 4.16205 -0.60382 0.05 -0.74 1.93
C -23.61126 4.63697 -1.71883 1.97 -0.21 -0.92
O -22.88595 4.98284 -2.71656 -0.25 0.04 0.14
C -25.02342 4.67877 -1.83236 -2.68 1.21 -1.14
C -25.92525 4.23003 -0.86777 0.02 -0.31 1.07
C -27.29583 4.42416 -0.94842 0.66 0.68 -1.33
C -27.77320 5.14126 -2.05028 -0.61 0.12 0.98
C -26.90066 5.69547 -2.97353 0.23 -0.62 -1.37
C -25.55747 5.39387 -2.95746 0.65 -0.91 1.89
C -20.77434 7.97372 1.42487 -1.87 -0.16 -0.54
C -21.74591 8.30342 0.44403 0.87 -0.72 0.40
C -22.64957 9.32729 0.63799 -0.39 -0.24 -1.38
C -22.57541 10.05110 1.78972 -0.59 0.13 0.30
C -21.66738 9.70863 2.77497 -1.94 1.12 -1.28
C -20.84409 8.65811 2.65292 1.45 -1.00 -1.92
C -19.85142 8.45627 3.67895 -0.24 -3.10 1.76
C -17.74884 9.24803 0.68356 -2.90 0.48 -0.54
C -19.00766 9.95005 0.20133 0.25 0.61 0.16
C -16.63781 10.03805 0.70026 1.71 0.73 0.06
H -13.30670 9.89119 0.37021 1.19 -0.71 -0.58
H -13.83311 10.57261 1.87688 -0.07 0.24 -0.38
H -14.29100 11.29897 0.27683 -0.10 0.18 0.23
H -14.37043 7.55613 0.83764 0.90 -0.33 0.25
H -15.94489 5.62883 2.02177 0.85 -0.91 1.34
H -15.47873 5.62216 0.30462 0.35 -0.72 -0.18
H -17.12740 5.15632 0.87000 -0.08 -0.05 -0.38
H -25.62656 3.73614 0.04812 0.68 -0.04 -0.21
H -27.91314 4.07004 -0.14403 -0.34 -0.11 -0.05
H -28.84318 5.31931 -2.13429 0.19 0.05 -0.09
H -27.24962 6.21399 -3.85773 -0.37 0.17 0.23
H -24.83800 5.66778 -3.70790 -0.19 0.44 -0.28
H -21.77891 7.80458 -0.51557 0.24 -0.26 0.04
H -23.36122 9.58197 -0.17671 0.48 -0.21 0.77
H -23.30130 10.82637 1.92217 -0.01 0.60 0.28
H -21.59326 10.35996 3.57929 0.09 0.81 1.73
H -18.95002 8.94111 3.49594 1.60 1.22 -0.28
H -19.57446 7.36415 3.71179 -0.23 0.95 0.22
H -20.27200 8.71177 4.64540 0.28 0.19 0.24
H -18.59759 10.78331 -0.37518 -0.76 0.16 -0.06
H -19.73318 10.29454 0.94518 0.55 0.27 0.24
H -19.64546 9.33647 -0.41002 0.24 -0.38 -0.61
H -16.80194 11.13484 0.53694 0.49 -1.11 0.18
O -21.24644 3.50262 0.30761 0.37 0.10 0.46
N -21.76758 4.16335 -0.54372 -0.73 0.20 -1.49
```
Positions in Å, forces in eV/Å.


The following is a quantum chemistry calculation of a 20-piece molecular cluster, C29H44Cl57NO2P overall in a non-equilibrium geometry, from the OMol25 dataset.

Properties
Total charge ... -1
Maximum force ... 0.147 hartree/bohr
Orbital gap ... 0.182 Eh
Calculated total energy ... -759430.180 eV

```
134
Properties=species:S:1:pos:R:3:forces:R:3
C 3.57624 -0.76058 -1.90841 -0.67 0.13 0.60
C 2.34389 -1.13722 -0.84875 0.66 -1.02 -1.26
C 2.38585 -2.80069 -0.70208 -0.96 1.55 0.16
C 1.53989 -3.13681 0.67668 0.86 -0.44 0.50
O 1.19569 -4.56077 0.83887 0.88 3.05 -0.11
P 0.03110 -5.07226 -0.35913 -0.35 -1.56 -0.02
C -1.15773 -5.78761 -1.67062 -1.57 -0.86 -0.84
C -2.74439 -5.36567 -1.46025 -0.05 -1.48 -0.76
C -3.29444 -4.24482 -2.51898 1.06 -0.04 -0.34
C -3.67342 -2.78906 -1.87392 -0.93 0.83 -1.89
N -4.20159 -2.82229 -0.45781 -0.05 2.33 1.07
C -5.16136 -1.68696 -0.16026 1.62 4.38 0.60
C -6.78897 -1.97422 -0.23405 0.52 -0.51 0.61
O -4.72885 -0.46767 0.17700 -2.46 -6.98 -1.62
H 4.61723 -0.82453 -1.36939 -2.08 0.03 -1.08
H 3.42930 0.31524 -2.36884 0.63 -2.27 1.14
H 3.52033 -1.56170 -2.77048 0.24 1.68 1.68
H 2.44067 -0.58494 0.18089 -0.11 -1.02 -1.92
H 1.31390 -0.85804 -1.35700 2.17 -0.64 1.26
H 1.85790 -3.20632 -1.68163 1.15 0.62 2.24
H 3.50750 -3.16418 -0.67259 -2.31 0.58 0.13
H 0.57944 -2.44612 0.80366 1.94 -1.33 -0.64
H 2.25949 -2.83453 1.57697 -1.39 -0.65 -1.73
H 1.10498 -5.22264 -1.31293 0.25 0.04 -0.24
H 0.22695 -6.44208 0.13287 0.46 -0.01 0.17
H -0.98959 -4.92804 0.64663 -0.65 0.15 0.08
H -0.25609 -3.70173 -0.78434 0.06 0.32 -0.37
H -1.10308 -6.97749 -1.59677 -0.05 2.45 -0.18
H -0.75471 -5.49923 -2.73069 -0.96 -0.39 1.69
H -3.36233 -6.36284 -1.68319 1.08 2.17 0.58
H -2.92750 -5.12620 -0.33021 0.32 -0.12 -2.17
H -4.16210 -4.71245 -3.19203 1.58 1.27 1.69
H -2.40250 -4.04671 -3.28719 -1.98 -0.36 1.75
H -2.79886 -1.98237 -1.96847 -1.85 -2.16 0.44
H -4.55712 -2.34689 -2.54417 1.86 -0.83 1.30
H -3.35649 -2.61183 0.15339 -1.42 -0.37 -0.86
H -7.23015 -1.72471 0.83660 1.03 -0.36 -2.26
H -7.31705 -1.28947 -1.02401 1.21 -1.33 1.51
H -7.00245 -3.12246 -0.42417 0.56 2.51 0.18
C 5.15948 -1.20352 -5.92164 0.08 -0.10 0.01
Cl 4.64972 0.42092 -6.41222 0.11 -0.15 -0.01
Cl 5.95408 -1.15466 -4.33871 0.00 -0.01 -0.30
Cl 3.77338 -2.30684 -5.88812 0.19 0.13 -0.01
H 5.87809 -1.57555 -6.65639 -0.27 0.14 0.26
C -0.66686 -3.12063 4.09837 -0.03 -0.33 -0.14
Cl -1.22642 -4.69650 3.51282 0.07 0.23 0.19
Cl 1.09118 -3.12742 4.31903 -0.25 -0.09 0.00
Cl -1.14835 -1.83431 2.97887 -0.06 -0.05 0.24
H -1.13480 -2.92716 5.06700 0.38 -0.25 -0.60
C 0.48657 1.29494 -3.53645 0.04 -0.18 -0.08
Cl 0.27224 2.81863 -4.41496 -0.48 -0.44 -0.43
Cl 1.85534 0.38363 -4.19632 -0.74 0.26 -0.35
Cl 0.71927 1.60157 -1.80685 -0.42 -0.14 -0.10
H -0.41866 0.69522 -3.66116 0.42 0.29 0.05
C 2.96449 -1.71059 7.63062 -0.21 -0.18 -0.20
Cl 3.75304 -2.58044 6.30363 0.00 0.11 0.28
Cl 4.00705 -0.40790 8.22685 -0.01 -0.05 0.04
Cl 1.39939 -1.06490 7.10787 0.36 -0.04 0.16
H 2.79080 -2.41441 8.44862 0.08 0.26 -0.27
C -2.69310 -1.77136 -5.59046 0.05 -0.13 -0.19
Cl -4.43250 -2.10871 -5.58530 0.29 -0.15 0.01
Cl -2.22315 -0.90469 -4.11822 -0.06 0.06 -0.43
Cl -1.76842 -3.27449 -5.74946 -0.04 0.32 -0.15
H -2.46807 -1.13594 -6.45083 -0.09 -0.21 0.30
C 6.67829 -0.69491 1.27898 0.05 -0.36 0.05
Cl 5.89972 0.82843 1.74007 0.03 -0.04 -0.05
Cl 5.59418 -2.06368 1.58003 0.16 0.28 -0.05
Cl 7.16879 -0.65250 -0.42318 0.11 0.05 0.25
H 7.57379 -0.82346 1.89233 -0.30 0.12 -0.22
C 3.07829 5.53552 -2.66885 -0.01 -0.10 0.17
Cl 2.29972 7.05886 -2.20776 0.93 -0.42 -0.17
Cl 1.99418 4.16676 -2.36780 0.83 0.83 0.34
Cl 3.56879 5.57793 -4.37100 0.00 -0.01 0.14
H 3.97379 5.40697 -2.05550 -0.30 0.07 -0.23
C -7.24586 0.89946 -6.69789 0.13 -0.05 -0.06
Cl -8.35278 0.47355 -5.38158 0.15 0.06 -0.10
Cl -5.57510 0.95905 -6.11098 -0.32 0.30 -0.11
Cl -7.39504 -0.25469 -8.03408 -0.26 -0.36 0.54
H -7.51647 1.89165 -7.06800 0.10 -0.44 0.15
C 4.02875 3.02870 6.00679 0.02 -0.16 -0.03
Cl 4.81731 2.15885 4.67980 -0.12 0.06 0.23
Cl 5.07132 4.33139 6.60302 -0.10 -0.12 -0.02
Cl 2.46366 3.67439 5.48404 0.10 -0.37 0.19
H 3.85507 2.32488 6.82479 0.04 0.22 -0.29
C -0.05744 4.02567 2.56359 0.11 -0.31 -0.07
Cl -0.83602 5.54901 3.02468 0.06 0.00 0.04
Cl -1.14155 2.65690 2.86464 0.21 0.23 -0.01
Cl 0.43306 4.06808 0.86144 0.00 0.02 0.29
H 0.83806 3.89712 3.17694 -0.30 0.06 -0.23
C -9.50259 4.38016 -6.79634 -0.10 0.03 0.04
Cl -10.06215 2.80428 -7.38189 -0.02 0.25 0.03
Cl -7.74455 4.37337 -6.57568 -0.17 0.10 0.03
Cl -9.98408 5.66648 -7.91584 0.04 -0.13 0.17
H -9.97053 4.57362 -5.82771 0.18 -0.08 -0.34
C -1.94739 7.61287 -1.60431 -0.11 -0.24 -0.07
Cl -1.41937 9.22296 -2.12214 -0.49 -0.29 0.00
Cl -0.61205 6.45383 -1.71795 -0.82 0.18 0.06
Cl -2.58379 7.66861 0.04845 0.02 -0.01 -0.18
H -2.74814 7.28215 -2.27070 0.27 0.12 0.26
C -5.17031 1.30786 -10.88739 0.02 0.05 0.02
Cl -3.49810 1.40986 -10.31064 -0.21 0.01 -0.10
Cl -5.61544 -0.37654 -11.21002 0.05 0.18 -0.03
Cl -6.27973 2.02979 -9.70938 0.35 0.52 -0.58
H -5.24716 1.86945 -11.82194 0.02 -0.21 0.34
C -2.44824 -1.86330 8.18409 0.02 -0.08 0.05
Cl -1.30586 -0.99923 9.22702 -0.22 -0.14 -0.04
Cl -4.11656 -1.43543 8.60014 0.19 -0.10 -0.05
Cl -2.12250 -1.51074 6.47842 -0.28 0.27 0.49
H -2.31758 -2.93646 8.34499 -0.04 0.37 -0.07
C 8.82313 3.04569 2.38526 -0.12 0.06 0.01
Cl 9.27555 4.06436 1.00795 -0.09 -0.14 0.15
Cl 9.65219 1.48202 2.30136 -0.14 0.12 0.00
Cl 9.19269 3.86459 3.91253 -0.08 -0.11 -0.16
H 7.74570 2.86700 2.34224 0.38 0.02 0.01
C 0.82969 -6.75181 5.91403 -0.10 -0.04 -0.26
Cl 2.50190 -6.64981 6.49078 -0.08 0.03 -0.01
Cl 0.38456 -8.43621 5.59141 0.07 0.26 0.07
Cl -0.27973 -6.02988 7.09205 0.11 -0.02 -0.08
H 0.75284 -6.19022 4.97949 0.02 -0.12 0.26
C 2.62969 -8.87954 9.75353 -0.05 0.02 -0.11
Cl 4.30190 -8.77754 10.33028 -0.16 0.02 -0.09
Cl 2.18456 -10.56394 9.43091 0.05 0.22 0.00
Cl 1.52027 -8.15761 10.93154 0.11 -0.05 -0.16
H 2.55284 -8.31795 8.81899 0.01 -0.18 0.29
C 1.65261 7.96579 4.98449 0.02 -0.07 -0.09
Cl 2.18063 9.57588 4.46666 -0.09 -0.12 0.02
Cl 2.98795 6.80675 4.87085 -0.24 0.41 -0.06
Cl 1.01621 8.02154 6.63725 0.03 -0.03 -0.19
H 0.85186 7.63507 4.31810 0.28 0.09 0.22
C 2.12351 11.56915 -1.63785 0.09 -0.16 0.08
Cl 0.79968 12.57884 -1.03177 0.14 -0.08 -0.02
Cl 1.58037 9.89689 -1.85694 0.43 0.84 0.12
Cl 2.75752 12.22157 -3.15840 -0.03 -0.05 0.18
H 2.92817 11.57579 -0.89817 -0.29 0.02 -0.26
```
Positions in Å, forces in eV/Å.